#i
2 unconnected molecules or ions with the total composition HO5S2, computed with ωB97M-V with the def2-TZVPD basis set.

Each line ends with the natural charge from an NBO analysis.
Cartesian coordinates (Å):
O1 2.96401 -0.94764 -1.56186  -1.03
O2 1.35302 0.13650 -0.04102  -1.07
O3 -4.07750 0.52655 1.50661  -0.83
O4 0.71047 -2.13738 -0.79064  -0.98
O5 -2.11212 -0.43171 2.55871  -0.79
S1 1.53830 -0.62067 -1.30135  1.63
S2 -2.96763 0.72978 2.41197  1.62
H1 0.60433 -1.99412 0.08727  0.45

Values from the calculation:
**LUMO energy**: 0.99 eV
**Spin multiplicity**: 1
**Total charge**: -1

---

#ii
A gas-phase ion, HO5S2 (charge -1), computed with ωB97M-V with the def2-TZVPD basis set.

Each line ends with the natural charge from an NBO analysis.
Cartesian coordinates (Å):
O1 -2.07989 0.04185 -0.71987  -1.01
O2 -1.47123 2.03647 0.62128  -0.97
O3 1.04910 -0.99433 1.65225  -0.95
O4 0.43118 0.57531 -0.44820  -0.95
O5 2.34106 -1.38896 -0.38899  -0.96
S1 -1.32435 0.59582 0.40960  1.68
S2 1.02633 -1.27015 0.22983  1.68
H1 0.02780 0.40397 -1.35590  0.48

Values from the calculation:
**LUMO energy**: 3.76 eV
**Spin multiplicity**: 1
**Total charge**: -1

---

#iii
A molecular structure, HO5S2, computed with ωB97M-V with the def2-TZVPD basis set.

Each line ends with the natural charge from an NBO analysis.
Cartesian coordinates (Å):
O1 1.34572 0.75700 -1.39894  -0.97
O2 0.75657 -0.83883 0.37727  -0.91
O3 2.92223 0.19218 0.31432  -0.98
O4 -1.46344 0.92890 -0.47474  -0.94
O5 1.02540 1.52658 0.99600  -0.95
S1 -0.87158 2.14880 0.09739  0.70
S2 1.60729 0.50271 -0.01911  2.56
H1 -0.07898 -0.66145 0.03074  0.49

Values from the calculation:
**LUMO energy (alpha / beta)**: 3.40 / 3.40 eV
**Spin multiplicity**: 1
**Total charge**: -1

---

Which structure above is the least stable one? #iii is the least stable one.